No. 1
30
Properties=species:S:1:pos:R:3:nbo_charge:R:1 method="wB97M-V/def2-TZVPD" e_homo_ev=-8.05 e_lumo_ha=-0.016 multiplicity=1 homo_lumo_gap_ev=7.60
Au -1.6192 1.0970 -1.0979 0.640
C 3.2093 3.1555 -1.2522 -0.634
C 2.0964 2.6467 -2.1336 -0.043
C 2.3104 2.1665 -3.4149 -0.131
C 1.2609 1.6833 -4.1719 -0.262
C 0.0038 1.6573 -3.6021 0.142
Br -1.4462 0.9914 -4.5878 0.119
N -0.2361 2.0998 -2.3683 -0.525
C 0.7962 2.6060 -1.6661 0.072
H 4.1531 3.2020 -1.7939 0.223
H 3.3481 2.4997 -0.3921 0.240
H 2.9904 4.1539 -0.8728 0.231
H 3.3110 2.1725 -3.8328 0.227
H 1.4038 1.3253 -5.1801 0.245
H 0.5478 2.9753 -0.6795 0.225
O 0.7206 -1.5651 2.8312 -0.695
C -0.4876 -2.1560 2.8095 0.439
C -0.6978 -3.2471 3.6549 -0.311
C -1.9187 -3.8908 3.6625 -0.165
C -2.9614 -3.4640 2.8357 -0.275
C -2.7495 -2.3833 2.0029 -0.129
C -1.5229 -1.7155 1.9757 -0.303
C -1.2986 -0.5817 1.0385 0.783
O -2.3154 -0.2475 0.3032 -0.766
O -0.1920 -0.0175 0.9862 -0.727
H 0.6899 -0.8589 2.1408 0.510
H 0.1165 -3.5683 4.2916 0.220
H -2.0639 -4.7419 4.3179 0.210
H -3.9156 -3.9733 2.8446 0.212
H -3.5334 -2.0218 1.3508 0.231

***

No. 2
38
Properties=species:S:1:pos:R:3:nbo_charge:R:1 method="wB97M-V/def2-TZVPD" e_homo_ev=-8.03 e_lumo_ha=0.000 multiplicity=1 homo_lumo_gap_ev=8.03
C 1.3670 2.3944 -2.4408 -0.269
H 1.5519 3.0382 -3.2969 0.195
H 2.2486 1.7959 -2.2045 0.204
H 0.5232 1.7299 -2.6356 0.201
O 1.0332 3.2512 -1.3528 -0.500
C 1.1832 2.7503 -0.1360 0.824
O 1.7258 1.7098 0.1249 -0.634
C 0.6383 3.7100 0.9090 -0.621
H 1.4531 4.2300 1.4125 0.257
H -0.0477 4.4202 0.4515 0.252
S -0.2209 2.7677 2.2067 0.333
C -1.1583 1.7550 1.1737 -0.147
N -1.1675 1.8731 -0.1099 -0.319
N -1.8988 0.9588 -0.7260 -0.297
C -2.4599 0.1102 0.0661 0.234
N -3.2923 -0.8617 -0.3948 -0.637
C -3.5523 -2.1394 0.0803 0.654
O -4.3289 -2.8353 -0.5329 -0.566
C -2.9046 -2.5730 1.3323 -0.338
C -1.5990 -2.6087 1.6214 -0.113
C -0.4743 -2.1716 0.8084 -0.121
C -0.5099 -2.1501 -0.5839 -0.194
C 0.5632 -1.6927 -1.3414 -0.250
C 1.6812 -1.2702 -0.6630 0.255
C 1.7462 -1.3217 0.7343 0.315
C 0.6920 -1.7656 1.4854 -0.258
H 0.7467 -1.7875 2.5613 0.225
O 2.9787 -0.9123 1.1446 -0.483
C 3.6750 -0.5438 -0.0244 0.238
O 2.8650 -0.8095 -1.1529 -0.474
H 4.6063 -1.1277 -0.0976 0.157
H 3.9103 0.5303 0.0134 0.173
H 0.5242 -1.6777 -2.4175 0.230
H -1.3797 -2.5302 -1.0967 0.219
H -1.3203 -2.9797 2.6003 0.215
H -3.6094 -3.0016 2.0323 0.239
H -3.6590 -0.6884 -1.3258 0.431
S -2.1302 0.4232 1.7751 0.371

***

No. 3
13
Properties=species:S:1:pos:R:3:nbo_charge:R:1 method="wB97M-V/def2-TZVPD" e_homo_ev="-15.58 / -16.08" e_lumo_ha="-0.195 / -0.308" e_above_lowest_kj_mol=57.89 multiplicity=2 charge=+1 homo_lumo_gap_ev="10.28 / 7.71"
C -0.8927 0.4201 -1.3949 -0.682
C -0.0765 0.3712 -0.1398 0.134
C -0.2279 1.3146 0.8530 -0.076
C 1.0106 -1.4362 1.0905 -0.116
C 0.8459 -0.7198 -0.0484 -0.226
H -0.5740 -0.3262 -2.1153 0.252
H -1.0070 1.4215 -1.8052 0.271
H -1.9419 0.1805 -1.1620 0.286
H -1.0100 2.0586 0.8496 0.232
H 0.4881 1.2828 1.6667 0.218
H 0.5229 -1.1865 2.0278 0.213
H 1.6072 -2.3366 1.1754 0.239
H 1.2553 -1.0442 -0.9972 0.255

***

No. 4
18
Properties=species:S:1:pos:R:3:nbo_charge:R:1 method="wB97M-V/def2-TZVPD" e_homo_ev="-13.38 / -13.38" e_lumo_ha="-0.118 / -0.327" e_above_lowest_kj_mol=79.61 multiplicity=2 charge=+1 homo_lumo_gap_ev="10.19 / 4.50"
C 1.1778 -0.6426 -1.7288 -0.309
C -0.1946 -0.9504 -2.3282 -0.066
O -1.0656 -0.0826 -1.6527 -0.720
N 1.4492 -1.2793 -0.4694 -0.241
C 1.2063 -0.5874 0.7825 0.733
N 1.9347 0.5552 0.9351 -0.766
O 0.6234 -1.1663 1.6584 -0.353
H 1.9831 -0.8590 -2.4344 0.287
H 1.1574 0.4210 -1.5930 0.241
H -0.1831 -0.7884 -3.4141 0.216
H -0.5161 -1.9965 -2.1812 0.190
H -1.8355 0.1781 -2.1684 0.509
H 1.1564 -2.2725 -0.5020 0.438
H 2.3084 0.9684 0.0865 0.404
H 1.5481 1.2435 1.5623 0.437
H -3.3197 3.1183 4.8013 0.476
H -3.9506 1.9719 3.9178 0.471
O -3.4799 2.1685 4.7282 -0.947

***

No. 5
36
Properties=species:S:1:pos:R:3:nbo_charge:R:1 method="wB97M-V/def2-TZVPD" e_homo_ev="-20.40 / -20.36" e_lumo_ha="-0.597 / -0.598" multiplicity=2 charge=+3 homo_lumo_gap_ev="4.15 / 4.09"
In -1.0105 0.2325 1.5371 1.454
F -2.3785 2.7413 2.1777 -0.433
C -0.1107 -4.8228 0.3559 -0.622
C -0.3522 -3.2857 0.2631 -0.076
C -1.2359 -2.8802 -0.9232 -0.083
O -1.4689 -1.4660 -0.8482 -0.531
C -2.0092 -0.9767 -2.0675 -0.295
N -1.0678 -2.9489 1.5273 -0.626
H 0.2226 -5.2434 -0.5929 0.290
H -1.0511 -5.3557 0.4967 0.246
H 0.5959 -5.0506 1.1540 0.252
H 0.6011 -2.7571 0.2587 0.213
H -2.1821 -3.4194 -0.8770 0.228
H -0.6601 -3.0945 -1.8236 0.230
H -2.9139 -1.5082 -2.3625 0.238
H -1.3642 -0.8599 -2.9383 0.222
H -2.4594 0.0014 -1.8977 0.200
H -0.3111 -3.1716 2.1581 0.405
H -1.7828 -3.6378 1.7124 0.428
C 0.9025 3.8707 -1.7275 -0.635
C 0.7490 2.6835 -0.7453 -0.088
C 1.6139 2.8411 0.5318 -0.137
O 1.5250 1.7676 1.4294 -0.082
C 2.5766 1.7891 2.3601 -0.361
N -0.6429 2.4721 -0.3635 -0.773
H 0.6277 4.8205 -1.2687 0.250
H 0.2180 3.7736 -2.5702 0.264
H 1.9192 3.8809 -2.1202 0.267
H 1.0470 1.7611 -1.2437 0.224
H 1.3813 3.6745 1.1947 0.306
H 2.6298 2.8370 0.1366 0.289
H 2.4287 1.0982 3.1901 0.258
H 2.5192 2.7419 2.8864 0.310
H 3.6189 1.6000 2.1030 0.333
H -1.2153 2.5721 -1.1896 0.421
H -0.9596 3.3193 0.0861 0.414

***

No. 6
10
Properties=species:S:1:pos:R:3:nbo_charge:R:1 method="wB97M-V/def2-TZVPD" e_homo_ev=-8.83 e_lumo_ha=-0.041 e_above_lowest_kj_mol=406.61 multiplicity=1 homo_lumo_gap_ev=7.71
C -1.2617 -0.7720 0.6085 0.018
C 0.3445 1.0911 0.8433 0.496
C -0.4666 -1.1515 -0.4489 -0.214
N -0.4834 0.1168 1.2818 -0.544
O 0.3539 1.6799 -0.2321 -0.639
P 0.5443 -0.8589 -1.7747 0.362
H -2.2151 -1.1250 0.8056 0.220
H 1.0240 1.4969 1.7726 0.119
H 1.7196 -1.1941 -1.0887 0.028
H 0.4405 0.7168 -1.7675 0.153